Density functional theory data (ωB97M-V with the def2-TZVPD basis set) for a molecular structure, C12H33IN3O3 at a distorted geometry.

Output
Kohn-Sham gap: 3.22 eV
F_max: 0.344 hartree/bohr
E: -31667.27905 eV
ΔE to the lowest compared entry with this formula, charge and spin: 2623.3 kJ/mol

Structure (ORCA input):
```
! wB97M-V def2-TZVPD RIJCOSX def2/J DEFGRID3
* xyz -1 1
I -0.763 -0.777 1.647
C -2.859 1.536 0.253
C -1.816 2.265 1.003
C -1.995 3.840 0.865
O -1.605 4.296 -0.415
C -1.882 5.619 -0.774
N -1.679 1.863 2.400
H -2.992 1.832 -0.788
H -3.844 1.498 0.718
H -2.724 0.459 0.346
H -0.944 1.948 0.430
H -1.375 4.279 1.646
H -3.022 4.107 1.114
H -2.806 5.720 -1.343
H -1.096 5.914 -1.469
H -1.798 6.431 -0.052
H -2.552 1.949 2.901
H -1.526 0.864 2.420
C -1.667 -0.789 -1.790
C -0.204 -0.534 -1.667
C 0.159 0.914 -1.674
O -0.345 1.689 -2.787
C 0.370 1.394 -3.958
N 0.414 -1.285 -0.535
H -1.869 -1.856 -1.697
H -2.039 -0.477 -2.766
H -2.298 -0.464 -0.963
H 0.183 -1.027 -2.559
H 1.235 1.069 -1.594
H -0.241 1.514 -0.856
H -0.016 2.061 -4.728
H -0.081 0.469 -4.316
H 1.458 1.419 -3.891
H 1.299 -0.878 -0.268
H -0.172 -1.012 0.241
C 0.771 -4.048 1.696
C 1.808 -2.966 1.191
C 3.143 -3.471 0.529
O 3.992 -4.280 1.348
C 4.448 -3.690 2.609
N 1.061 -2.037 0.299
H 1.133 -4.959 2.172
H 0.079 -4.414 0.937
H 0.207 -3.467 2.425
H 2.065 -2.348 2.051
H 3.696 -2.567 0.273
H 3.013 -3.940 -0.446
H 3.665 -3.758 3.364
H 4.836 -2.681 2.470
H 5.180 -4.370 3.046
H 0.316 -1.595 0.820
H 1.679 -1.259 0.118
*
```


Density functional theory data (ωB97M-V with the def2-TZVPD basis set) for a molecular structure, C12H33N4NaO6 at a distorted geometry.

Output
Kohn-Sham gap: 7.86 eV
F_max: 0.036 hartree/bohr
E: -35637.69448 eV
ΔE to the lowest compared entry with this formula, charge and spin: 93.9 kJ/mol

Structure (ORCA input):
```
! wB97M-V def2-TZVPD RIJCOSX def2/J DEFGRID3
* xyz 0 1
Na 0.465 1.743 0.182
N 0.933 5.063 0.813
O 1.904 4.688 1.523
O 1.041 6.001 0.006
O -0.166 4.441 0.900
C 2.697 -1.696 -1.004
C 1.182 -1.794 -0.969
C 0.787 -3.223 -0.560
O -0.620 -3.366 -0.441
C -0.985 -4.725 -0.322
N 0.538 -0.815 -0.089
H 3.097 -2.534 -1.570
H 3.130 -1.763 -0.001
H 2.994 -0.705 -1.345
H 0.730 -1.750 -1.967
H 1.143 -3.395 0.468
H 1.237 -3.914 -1.279
H -0.729 -5.296 -1.216
H -2.061 -4.766 -0.163
H -0.550 -5.199 0.563
H 1.044 -0.879 0.793
H -0.418 -1.091 0.111
C 3.072 1.561 4.064
C 2.053 1.181 2.964
C 0.618 1.479 3.354
O -0.304 1.079 2.324
C -1.672 1.179 2.700
N 2.395 1.838 1.702
H 3.973 1.027 3.771
H 2.668 1.178 5.007
H 3.216 2.627 4.221
H 2.178 0.109 2.779
H 0.502 2.549 3.556
H 0.324 0.889 4.226
H -2.180 0.697 1.865
H -2.001 2.215 2.793
H -1.909 0.632 3.615
H 2.335 2.861 1.777
H 3.363 1.678 1.442
C -3.165 0.998 -1.668
C -1.857 0.550 -2.302
C -1.934 0.116 -3.773
O -2.738 -1.006 -4.032
C -2.434 -2.216 -3.349
N -0.817 1.582 -2.142
H -3.911 0.228 -1.457
H -3.716 1.673 -2.326
H -2.940 1.417 -0.687
H -1.440 -0.189 -1.615
H -0.909 -0.103 -4.113
H -2.217 0.916 -4.458
H -3.300 -2.864 -3.432
H -2.292 -1.912 -2.307
H -1.517 -2.675 -3.730
H 0.096 1.274 -2.471
H -0.931 2.408 -2.729
*
```


Density functional theory data (ωB97M-V with the def2-TZVPD basis set) for 5 unconnected molecules or ions with the total composition C12H33N7O5 at a distorted geometry.

Output
Kohn-Sham gap (spin up / spin down): 9.85 / 8.09 eV
F_max: 0.128 hartree/bohr
⟨S²⟩: 0.76
E: -33639.92246 eV
ΔE to the lowest compared entry with this formula, charge and spin: 75.1 kJ/mol

Structure (ORCA input):
```
! wB97M-V def2-TZVPD RIJCOSX def2/J DEFGRID3
* xyz 1 2
O 1.070 1.115 -0.633
H 0.752 1.892 -0.168
H 1.409 0.500 0.022
H 0.430 0.694 -1.211
C -3.702 0.086 -2.059
C -2.365 0.466 -1.358
C -2.733 0.725 0.161
C -2.780 -0.707 0.874
C -1.434 -1.475 0.705
C -0.984 -1.790 -0.772
N -1.124 -0.465 -1.518
O -0.203 -0.275 -2.712
C -1.855 -2.834 -1.428
C 0.466 -2.329 -0.730
C -2.085 1.859 -1.997
H -4.523 0.769 -1.841
H -4.126 -0.826 -1.637
H -3.592 -0.137 -3.120
H -3.688 1.148 0.473
H -1.989 1.409 0.568
H -3.689 -1.250 0.614
H -2.976 -0.472 1.920
H -1.430 -2.376 1.319
H -0.690 -0.939 1.294
H -2.879 -2.491 -1.281
H -1.888 -3.877 -1.112
H -1.591 -2.823 -2.486
H 0.441 -3.009 0.122
H 1.204 -1.527 -0.759
H 0.770 -2.892 -1.612
H -2.120 1.745 -3.080
H -1.102 2.238 -1.716
H -2.766 2.691 -1.813
C 4.109 -2.139 -1.227
O 4.026 -3.356 -1.307
N 5.159 -1.665 -0.577
N 3.318 -1.171 -1.710
H 5.280 -0.693 -0.329
H 5.826 -2.306 -0.172
H 2.384 -1.460 -1.962
H 3.714 -0.245 -1.787
C 2.589 -0.050 2.389
O 1.653 0.419 1.726
N 3.768 0.473 2.194
N 2.475 -1.036 3.254
H 4.618 0.120 2.611
H 3.833 1.028 1.352
H 1.569 -1.331 3.588
H 3.290 -1.616 3.397
C -0.448 3.467 1.682
O 0.396 2.876 1.032
N -1.403 4.122 1.135
N -0.239 3.806 2.960
H -2.180 4.411 1.711
H -1.423 4.055 0.127
H -1.109 3.999 3.436
H 0.568 3.450 3.450
*
```


Density functional theory data (ωB97M-V with the def2-TZVPD basis set) for 4 unconnected molecules or ions with the total composition C12H33NO7 at a distorted geometry.

Output
Kohn-Sham gap: 6.66 eV
F_max: 0.266 hartree/bohr
E: -28786.74350 eV
ΔE to the lowest compared entry with this formula, charge and spin: 1042.7 kJ/mol

Structure (ORCA input):
```
! wB97M-V def2-TZVPD RIJCOSX def2/J DEFGRID3
* xyz 0 1
N -72.692 -2.512 39.418
H -73.742 -2.700 39.280
H -72.416 -2.498 40.384
H -72.533 -1.569 39.275
H -72.199 -3.182 38.770
O -70.715 -1.317 41.213
H -70.007 -0.903 41.186
C -76.023 -4.076 37.694
O -74.830 -4.508 38.306
C -74.797 -5.574 39.325
C -73.535 -6.228 39.648
O -72.614 -5.427 39.755
C -71.420 -5.988 40.167
C -70.258 -5.066 39.929
O -70.050 -4.812 38.543
C -69.194 -3.649 38.310
H -76.452 -4.826 37.073
H -76.036 -3.345 37.006
H -76.801 -3.807 38.338
H -75.520 -6.262 39.008
H -75.431 -5.054 40.058
H -73.344 -6.755 38.732
H -73.714 -6.884 40.327
H -71.288 -7.093 39.703
H -71.623 -6.229 41.047
H -69.286 -5.667 40.260
H -70.511 -4.313 40.541
H -68.173 -3.747 38.890
H -69.758 -2.760 38.580
H -69.098 -3.476 37.359
C -74.178 -1.197 42.356
O -74.205 -0.752 41.056
C -75.497 -0.743 40.452
C -75.281 0.156 39.128
O -74.662 -0.514 38.360
C -74.436 0.181 37.180
C -74.028 -0.917 36.170
O -72.834 -1.380 36.610
C -72.374 -2.515 35.873
H -73.312 -1.433 42.870
H -74.912 -2.194 42.626
H -74.874 -0.442 42.670
H -76.176 -0.265 41.068
H -75.706 -1.872 40.223
H -75.018 1.238 39.235
H -76.243 0.037 38.724
H -73.423 0.800 37.261
H -75.339 0.747 36.743
H -73.990 -0.282 35.130
H -74.694 -1.820 35.938
H -72.272 -2.493 34.824
H -72.955 -3.243 36.240
H -71.262 -2.642 36.076
*
```


Density functional theory data (ωB97M-V with the def2-TZVPD basis set) for 3 unconnected molecules or ions with the total composition C12H34BrN2O6PSi.

Output
Kohn-Sham gap: 9.13 eV
F_max: 0.008 hartree/bohr
E: -115466.80583 eV
SMILES: N=[PH2][Si@@H](N)Br.COCCOCCOC.COCCOCCOC

Structure (ORCA input):
```
! wB97M-V def2-TZVPD RIJCOSX def2/J DEFGRID3
* xyz 0 1
N 4.964 7.537 -1.879
P 4.530 7.940 -3.320
Si 2.472 7.196 -3.920
N 2.151 7.626 -5.547
Br 2.564 5.026 -3.499
H 5.894 7.169 -1.742
H 5.328 7.617 -4.458
H 4.382 9.332 -3.595
H 1.445 7.810 -3.064
H 1.188 7.738 -5.833
H 2.668 7.182 -6.294
C -1.367 -1.014 0.456
O -0.098 -0.461 0.180
C 0.067 0.047 -1.130
C 0.626 1.458 -1.109
O -0.282 2.407 -0.569
C -0.228 2.606 0.837
C 0.810 3.631 1.257
O 2.127 3.152 1.064
C 2.950 3.975 0.263
H -1.442 -2.059 0.140
H -1.514 -0.973 1.536
H -2.169 -0.444 -0.025
H -0.887 0.043 -1.668
H 0.767 -0.589 -1.687
H 0.781 1.757 -2.150
H 1.585 1.480 -0.590
H -0.072 1.666 1.369
H -1.207 3.009 1.110
H 0.658 3.859 2.319
H 0.648 4.556 0.692
H 2.384 4.411 -0.565
H 3.745 3.353 -0.147
H 3.404 4.787 0.841
C -4.668 -7.316 1.980
O -3.335 -7.106 1.571
C -3.189 -6.474 0.314
C -2.215 -5.312 0.380
O -2.691 -4.208 1.135
C -2.574 -4.263 2.548
C -1.181 -3.952 3.067
O -0.255 -4.969 2.740
C 0.967 -4.507 2.207
H -5.105 -8.201 1.503
H -4.660 -7.470 3.058
H -5.300 -6.451 1.751
H -4.156 -6.115 -0.055
H -2.801 -7.196 -0.416
H -2.111 -4.933 -0.640
H -1.240 -5.651 0.730
H -2.930 -5.214 2.946
H -3.224 -3.464 2.915
H -1.245 -3.848 4.158
H -0.852 -2.989 2.662
H 0.814 -3.675 1.510
H 1.425 -5.337 1.670
H 1.654 -4.178 2.994
*
```


Density functional theory data (ωB97M-V with the def2-TZVPD basis set) for a molecular structure, C12H34ClNPSSi2.

Output
Kohn-Sham gap: 6.29 eV
F_max: 0.014 hartree/bohr
E: -62889.12395 eV

Structure (ORCA input):
```
! wB97M-V def2-TZVPD RIJCOSX def2/J DEFGRID3
* xyz -1 1
C 3.111 1.604 -3.111
C 1.643 1.326 -2.783
Cl 0.727 2.886 -2.808
C 0.965 0.375 -3.753
P -0.833 -0.105 -3.200
C -2.635 -0.523 -2.662
C -3.726 0.130 -3.516
C -4.387 1.354 -2.867
S -3.903 2.898 -3.725
H 3.294 1.411 -4.165
H 3.355 2.644 -2.923
H 3.756 0.978 -2.501
H 1.561 0.938 -1.771
H 1.578 -0.524 -3.852
H 0.935 0.862 -4.730
H -0.459 -1.467 -3.114
H -0.660 0.671 -2.026
H -1.326 0.362 -4.457
H -2.782 -1.602 -2.621
H -2.731 -0.165 -1.636
H -3.328 0.427 -4.489
H -4.507 -0.600 -3.724
H -5.468 1.289 -2.930
H -4.094 1.467 -1.831
H -3.570 3.636 -2.667
C 0.686 1.663 0.687
Si 0.514 0.036 1.641
C 1.142 -1.289 0.423
C -1.361 -0.249 1.784
N 1.337 0.118 3.085
Si 1.475 -1.072 4.245
C 2.325 -2.672 3.666
C -0.164 -1.621 5.038
C 2.535 -0.446 5.687
H 0.145 1.616 -0.263
H 0.282 2.500 1.259
H 1.738 1.873 0.473
H 0.722 -1.149 -0.584
H 0.872 -2.297 0.747
H 2.231 -1.237 0.346
H -1.786 0.444 2.514
H -1.591 -1.268 2.107
H -1.871 -0.087 0.824
H 1.688 -3.243 2.984
H 2.570 -3.327 4.511
H 3.254 -2.432 3.144
H -0.743 -0.745 5.339
H 0.005 -2.240 5.928
H -0.771 -2.207 4.343
H 2.079 0.441 6.133
H 3.533 -0.177 5.333
H 2.643 -1.206 6.470
*
```


Density functional theory data (ωB97M-V with the def2-TZVPD basis set) for a molecular structure, C12H34F3O9Y at a distorted geometry.

Output
Kohn-Sham gap: 4.92 eV
F_max: 0.090 hartree/bohr
E: -40609.83716 eV

Structure (ORCA input):
```
! wB97M-V def2-TZVPD RIJCOSX def2/J DEFGRID3
* xyz 0 1
Y -0.077 0.654 -3.603
C -4.692 -1.791 -3.146
C -4.495 -0.285 -3.285
O -3.434 0.221 -4.064
H -5.078 -2.229 -4.067
H -5.558 -1.887 -2.492
H -3.812 -2.342 -2.814
H -4.338 0.084 -2.272
H -5.352 0.231 -3.717
O -0.599 0.045 -0.723
H 0.179 -0.093 -0.149
C 4.463 0.400 -2.697
O 3.903 -0.238 -1.565
O 3.279 0.953 -3.289
C 5.591 1.303 -2.219
F 5.292 2.120 -1.224
F 6.672 0.625 -1.818
F 6.084 2.035 -3.222
C 4.514 -1.053 -0.593
C 3.378 -1.585 0.206
H 3.877 -2.110 1.021
H 2.783 -0.815 0.697
H 2.740 -2.220 -0.409
H 5.176 -0.488 0.063
H 5.124 -1.843 -1.030
H 4.968 -0.404 -3.232
O 0.893 -2.292 -3.461
H 1.062 -2.760 -2.643
H 1.082 -2.932 -4.147
O -0.227 3.594 -2.385
H -0.691 3.791 -1.572
H 0.207 4.414 -2.619
O -2.920 2.568 0.046
H -3.742 2.303 -0.366
H -2.328 1.830 -0.102
C 2.124 3.604 3.410
C 0.738 3.212 2.777
C -0.119 2.410 3.770
O -0.021 4.379 2.416
H 2.163 4.607 3.835
H 2.928 3.483 2.684
H 2.432 2.950 4.227
H 0.905 2.676 1.842
H 0.311 1.531 4.249
H -1.041 2.172 3.239
H -0.249 3.080 4.619
H -0.708 4.013 1.855
C -3.727 -2.868 1.493
C -2.527 -2.749 2.478
C -2.406 -3.971 3.368
O -1.305 -2.653 1.761
H -3.832 -1.935 0.940
H -4.635 -2.969 2.089
H -3.751 -3.725 0.820
H -2.594 -1.881 3.134
H -3.290 -4.280 3.927
H -1.600 -3.986 4.102
H -2.246 -4.884 2.795
H -1.476 -2.019 1.061
*
```


Density functional theory data (ωB97M-V with the def2-TZVPD basis set) for 4 unconnected molecules or ions with the total composition C12H34N2O6 at a distorted geometry.

Output
Kohn-Sham gap: 8.96 eV
F_max: 0.029 hartree/bohr
E: -28257.91367 eV
SMILES: COCCNCCOC.COCCNCCOC.O.O
ΔE to the lowest compared entry with this formula, charge and spin: 85.5 kJ/mol

Structure (ORCA input):
```
! wB97M-V def2-TZVPD RIJCOSX def2/J DEFGRID3
* xyz 0 1
C 4.148 0.491 -2.570
O 4.000 -0.765 -1.942
C 5.190 -1.302 -1.478
C 4.906 -2.514 -0.649
N 4.041 -2.227 0.477
C 3.740 -3.401 1.224
C 2.628 -3.164 2.213
O 2.363 -4.396 2.828
C 1.537 -4.246 3.970
H 4.835 1.119 -1.997
H 3.165 0.957 -2.539
H 4.470 0.358 -3.603
H 5.658 -0.554 -0.818
H 5.869 -1.549 -2.301
H 5.882 -2.843 -0.277
H 4.527 -3.323 -1.302
H 3.142 -1.878 0.136
H 4.608 -3.744 1.807
H 3.479 -4.292 0.622
H 1.727 -2.756 1.728
H 2.948 -2.446 2.986
H 2.052 -3.651 4.736
H 1.369 -5.243 4.372
H 0.574 -3.797 3.709
C -6.678 2.850 2.508
O -6.731 3.491 1.271
C -6.022 2.864 0.232
C -4.507 2.811 0.418
N -3.811 3.943 -0.225
C -2.358 3.940 -0.044
C -1.657 3.010 -1.001
O -1.919 1.668 -0.665
C -1.393 0.796 -1.625
H -5.980 3.342 3.197
H -6.333 1.805 2.439
H -7.679 2.838 2.938
H -6.310 3.393 -0.672
H -6.371 1.822 0.114
H -4.145 1.888 -0.028
H -4.306 2.736 1.498
H -4.169 4.780 0.229
H -2.013 3.698 0.975
H -2.028 4.945 -0.329
H -0.570 3.168 -0.937
H -1.989 3.211 -2.032
H -0.319 0.929 -1.783
H -1.955 0.883 -2.566
H -1.538 -0.216 -1.239
O 1.526 -1.259 -0.830
H 0.876 -1.430 -1.533
H 2.392 -1.170 -1.285
O -0.136 -1.719 -3.120
H -1.065 -1.726 -3.375
H 0.331 -2.126 -3.859
*
```


Density functional theory data (ωB97M-V with the def2-TZVPD basis set) for a molecular structure, C12H35AgBNO6 at a distorted geometry.

Output
Kohn-Sham gap (spin up / spin down): 6.81 / 5.97 eV
F_max: 0.025 hartree/bohr
⟨S²⟩: 0.76
E: -31456.80019 eV
ΔE to the lowest compared entry with this formula, charge and spin: 0.0 kJ/mol

Structure (ORCA input):
```
! wB97M-V def2-TZVPD RIJCOSX def2/J DEFGRID3
* xyz -1 2
Ag 0.250 0.201 0.197
C 2.001 3.400 -2.300
C 1.033 2.217 -2.448
O 1.320 1.171 -1.615
H 1.739 4.233 -2.964
H 3.003 3.066 -2.590
H 2.061 3.766 -1.272
H 1.089 1.893 -3.510
H 0.007 2.601 -2.264
C -2.089 3.298 -0.461
C -2.278 1.784 -0.430
O -1.813 1.161 0.694
H -2.551 3.802 0.385
H -2.507 3.693 -1.396
H -1.024 3.521 -0.560
H -1.853 1.339 -1.350
H -3.350 1.544 -0.596
B -0.130 -0.812 2.595
H 0.887 -0.895 1.997
H -0.160 -1.767 3.310
H -0.187 0.206 3.198
H -1.057 -0.953 1.861
C 3.488 -0.689 -0.019
O 2.195 -1.215 0.080
C 1.923 -2.194 -0.910
C 0.506 -2.694 -0.690
N -0.518 -1.684 -1.014
C -1.859 -2.119 -0.645
C -2.333 -3.447 -1.213
O -1.871 -4.526 -0.398
C -2.124 -5.795 -0.936
H 3.611 0.126 0.692
H 3.676 -0.332 -1.036
H 4.281 -1.410 0.244
H 2.679 -2.989 -0.808
H 2.115 -1.804 -1.920
H 0.386 -3.060 0.327
H 0.389 -3.552 -1.370
H -0.574 -1.594 -2.026
H -2.616 -1.377 -0.915
H -1.969 -2.194 0.441
H -1.973 -3.613 -2.242
H -3.429 -3.531 -1.204
H -1.450 -6.509 -0.465
H -1.984 -5.814 -2.022
H -3.147 -6.109 -0.685
C 0.392 3.159 3.441
C 1.231 3.069 2.176
O 1.390 1.747 1.688
O -1.006 2.951 3.235
H 0.466 4.163 3.884
H 0.738 2.479 4.227
H 2.219 3.516 2.337
H 0.667 3.627 1.425
H 1.565 1.166 2.442
H -1.456 3.780 3.402
*
```


Question: Look up the F_max of the sixth one.
Answer: 0.014 hartree/bohr


Question: Among the records above, which one has the highest E?
Answer: C12H34N2O6